1.
# C4H4CrLiO5

A structure of composition C4H4CrLiO5 in a non-equilibrium geometry (wB97M-V/def2-TZVPD, the OMol25 dataset).

As for the spin multiplicity: 5. For the orbital gap (spin up / spin down), the calculation gives 5.9 / 6.5 eV. The net charge is +1. Its highest occupied orbital energy (spin up / spin down) is -11.05 / -11.27 eV. The energy relative to the best compared isomer or geometry (same formula, charge and spin) is 0.0 kJ/mol. Its expectation value of S² is 6.06. The total energy comes out at -1582.7816 Eh.

```
15
Properties=species:S:1:pos:R:3:lowdin_charge:R:1
O -1.21 -1.66 0.07 -0.167
C -1.80 -0.91 0.95 -0.742
O -2.89 -1.15 1.44 0.078
O -0.99 0.12 1.28 -0.063
C -0.83 0.63 2.62 -0.084
C 0.64 0.72 2.94 -0.101
H -1.33 -0.06 3.31 0.154
H -1.32 1.61 2.64 0.159
H 1.15 -0.26 2.96 0.129
H 0.71 1.03 3.99 0.143
O 1.43 1.84 2.26 -0.067
O 1.93 0.53 0.56 -0.226
C 2.04 1.67 1.08 -0.230
Li -2.90 -2.63 0.11 0.876
Cr 0.56 -0.69 0.06 1.143
```

2.
# C15H25BN2O13S2

A structure of composition C15H25BN2O13S2 (wB97M-V/def2-TZVPD, the OMol25 dataset).

As for the spin multiplicity: 1. For the orbital gap, the calculation gives 4.9 eV. The net charge is -2. Its highest occupied orbital energy is -1.27 eV. The energy relative to the best compared isomer or geometry (same formula, charge and spin) is 0.0 kJ/mol. The total energy comes out at -2495.5482 Eh.

```
58
Properties=species:S:1:pos:R:3:lowdin_charge:R:1
C 1.31 -0.08 -2.35 -0.084
N 1.14 1.30 -1.85 -0.121
C 1.45 1.40 -0.43 -0.084
B -0.09 1.99 -2.21 -0.578
O -0.12 3.37 -2.28 0.110
S -1.69 1.03 -2.48 0.517
O -1.66 0.03 -1.41 -0.349
O -1.57 0.49 -3.84 -0.361
N -2.82 2.10 -2.33 -0.344
S -4.07 1.87 -1.32 0.580
O -3.64 1.99 0.07 -0.395
O -5.09 2.83 -1.73 -0.403
C -4.84 0.13 -1.54 -0.792
O -5.15 -0.14 -2.70 -0.041
O -4.95 -0.46 -0.48 -0.053
H 2.14 -0.54 -1.81 0.080
H 0.43 -0.71 -2.22 0.076
H 1.57 -0.07 -3.40 0.057
H 0.72 0.87 0.20 0.088
H 1.49 2.45 -0.12 0.075
H 2.45 0.98 -0.25 0.074
H 0.21 3.80 -1.48 0.083
O 2.31 -1.50 -5.14 0.148
C 3.21 -0.90 -5.65 -0.477
O 4.14 -0.23 -4.92 0.021
C 5.02 0.50 -5.78 -0.169
C 4.93 -0.19 -7.13 -0.163
C 3.49 -0.69 -7.13 -0.076
H 4.68 1.54 -5.82 0.127
H 6.02 0.48 -5.34 0.119
H 5.18 0.47 -7.96 0.107
H 5.62 -1.04 -7.16 0.111
H 2.79 0.05 -7.50 0.132
H 3.34 -1.62 -7.67 0.120
O 0.39 -1.59 2.76 0.050
C -0.79 -1.39 2.55 -0.531
O -1.23 -0.44 1.75 0.046
C -2.70 -0.35 1.80 -0.114
C -3.13 -1.72 2.31 -0.136
C -1.95 -2.13 3.19 -0.084
H -2.95 0.46 2.49 0.129
H -3.09 -0.10 0.82 0.070
H -4.09 -1.69 2.82 0.115
H -3.23 -2.40 1.46 0.121
H -2.06 -1.75 4.21 0.090
H -1.76 -3.20 3.21 0.116
O -2.64 -0.80 6.40 0.126
C -1.52 -0.64 6.76 -0.476
O -1.10 -0.97 8.02 0.010
C 0.27 -0.59 8.20 -0.172
C 0.86 -0.49 6.79 -0.146
C -0.36 -0.06 5.98 -0.058
H 0.29 0.38 8.72 0.120
H 0.75 -1.33 8.82 0.117
H 1.71 0.18 6.73 0.113
H 1.18 -1.48 6.46 0.121
H -0.48 1.03 5.95 0.138
H -0.35 -0.44 4.96 0.102
```